[1]
Computed, not measured: a molecular structure, C54H57Cl2N2O2P2S4V at a distorted geometry, with wB97M-V/def2-TZVPD.

XYZ file:
```
124
Properties=species:S:1:pos:R:3:forces:R:3:lowdin_charge:R:1
V -0.4058 0.2460 0.1785 -0.4311 1.1031 0.1794 0.405
S 2.0146 -0.1667 -3.7390 -0.0373 0.2714 -0.0016 0.357
P 1.4894 -1.4201 -2.3131 -0.1099 -0.7036 -0.1276 0.550
C 1.0815 -0.7597 -0.6623 1.3686 0.0919 -0.5232 -0.559
P 2.3891 -0.4702 0.5013 0.5119 -0.4943 0.2136 0.505
S 1.8110 1.2144 1.3679 -0.3588 -0.0258 0.0983 0.433
C 2.4807 -1.8350 1.7309 -0.0645 0.2150 -0.0976 -0.367
C 2.2472 -1.5789 3.0783 0.0918 0.0099 -0.0087 -0.149
C 2.3233 -2.6080 4.0061 -0.0160 0.0233 0.0136 -0.067
C 2.6443 -3.8949 3.5980 -0.0053 0.0089 0.0735 -0.071
C 2.9133 -4.1468 2.2604 0.0069 -0.0533 -0.0681 -0.064
C 2.8363 -3.1203 1.3311 0.0066 0.1008 0.0496 -0.082
C 4.1286 -0.3038 -0.0046 -0.2263 0.0679 -0.0271 -0.331
C 5.1358 -0.7192 0.8651 -0.0222 -0.0664 -0.1143 -0.066
C 6.4619 -0.4583 0.5572 0.0287 0.0080 0.0214 -0.063
C 6.7865 0.2210 -0.6080 0.0617 -0.0157 0.0379 -0.068
C 5.7831 0.6631 -1.4571 -0.0470 0.0540 -0.0969 -0.068
C 4.4551 0.4148 -1.1501 -0.0109 0.0551 0.0574 -0.120
C 0.1267 -2.4780 -3.1075 0.1822 0.4921 0.0657 -0.394
C 0.7498 -3.2176 -4.2520 -0.1388 -0.0839 -0.1327 -0.085
C 0.1431 -4.0954 -5.0529 0.1578 0.0289 0.0466 -0.064
C -1.2471 -4.5226 -4.9887 -0.1686 -0.0447 -0.0129 -0.078
C -2.1930 -4.0090 -4.2016 -0.0013 0.0092 -0.0583 -0.036
C -2.0053 -2.9415 -3.1743 -0.0098 -0.0274 -0.0124 -0.164
C 2.7751 -2.7148 -2.1723 -0.0939 0.1105 0.0882 -0.365
C 2.4451 -3.9683 -1.6601 -0.0053 -0.0011 -0.2448 -0.124
C 3.3815 -4.9894 -1.6589 -0.1149 -0.1042 0.0030 -0.073
C 4.6611 -4.7584 -2.1439 0.0367 0.0014 -0.0138 -0.061
C 4.9918 -3.5152 -2.6623 0.0041 0.0120 -0.0142 -0.051
C 4.0430 -2.5042 -2.7003 -0.0122 -0.0509 0.0906 -0.102
H 2.0140 -0.5719 3.3991 -0.0610 0.0244 0.0297 0.058
H 2.1349 -2.3956 5.0498 -0.0055 -0.0081 0.0347 0.104
H 2.7068 -4.6937 4.3258 -0.0015 -0.0040 -0.0095 0.109
H 3.1987 -5.1408 1.9394 0.0003 -0.0020 -0.0068 0.108
H 3.0825 -3.3107 0.2980 0.0559 0.0128 0.1756 0.072
H 4.8874 -1.2349 1.7825 0.0437 -0.0353 -0.0149 0.106
H 7.2423 -0.7786 1.2349 -0.0003 -0.0131 -0.0116 0.109
H 7.8238 0.4192 -0.8449 -0.0052 -0.0015 -0.0084 0.109
H 6.0337 1.2081 -2.3587 -0.0027 -0.0032 0.0110 0.111
H 3.6690 0.7742 -1.8021 0.0257 -0.0394 -0.0606 0.044
H 1.7625 -2.9260 -4.4978 0.0217 -0.0869 0.0072 0.086
H 0.7278 -4.5190 -5.8609 0.0337 0.0278 0.0163 0.109
H -1.5294 -5.3078 -5.6799 -0.0491 0.0034 0.0206 0.105
H -3.1990 -4.4030 -4.2793 0.0083 -0.0292 -0.0096 0.109
H -2.9582 -2.7008 -2.7039 0.0302 -0.0059 0.0415 0.139
H 1.4507 -4.1506 -1.2678 0.0481 -0.0488 0.0086 0.104
H 3.1087 -5.9708 -1.2920 0.0138 0.0116 0.0396 0.112
H 5.3931 -5.5553 -2.1351 0.0002 0.0001 -0.0011 0.110
H 5.9808 -3.3325 -3.0619 0.0031 -0.0300 0.0097 0.112
H 4.2702 -1.5556 -3.1632 0.0416 0.0778 0.0232 0.066
O -1.0967 1.9405 2.0146 -0.1808 -0.5567 -0.1943 -0.605
S -0.3076 3.1761 2.2993 -0.1938 0.8851 0.5006 0.902
C -0.6179 3.5276 4.0767 0.1060 -0.1860 -0.4096 -0.255
C -0.2607 2.3343 4.9051 0.0665 -0.1239 0.0394 -0.288
C -1.2542 1.4544 5.3210 -0.0343 0.0239 -0.0131 -0.036
C -0.9380 0.3628 6.1154 -0.0156 -0.0075 0.0196 -0.081
C 0.3760 0.1386 6.4972 0.0100 -0.0411 0.0040 -0.087
C 1.3786 0.9928 6.0580 0.0465 -0.0493 -0.0110 -0.081
C 1.0614 2.0822 5.2623 -0.0101 0.0547 -0.0381 -0.047
C -1.2376 4.6308 1.6177 0.3308 -0.3381 0.0582 -0.248
C -2.7117 4.6450 1.8375 -0.1404 -0.0640 0.0573 -0.271
C -3.2759 5.2949 2.9340 0.0242 0.0650 -0.0467 -0.053
C -4.6502 5.3092 3.1151 -0.0352 0.0055 0.0480 -0.067
C -5.4811 4.6867 2.1953 0.0194 -0.0401 -0.0026 -0.071
C -4.9292 4.0423 1.0978 -0.0404 0.0335 -0.0330 -0.081
C -3.5549 4.0172 0.9248 0.0508 0.0774 -0.0294 -0.043
H -1.6749 3.7678 4.1669 -0.0159 0.0482 0.0402 0.081
H 0.0035 4.3920 4.3165 -0.0663 0.0581 0.0046 0.108
H -2.2843 1.6356 5.0373 0.0118 0.0083 -0.0253 0.121
H -1.7212 -0.3035 6.4526 -0.0092 0.0029 -0.0059 0.102
H 0.6131 -0.6901 7.1525 0.0257 -0.0202 -0.0439 0.105
H 2.4078 0.8164 6.3452 -0.0135 0.0203 0.0081 0.108
H 1.8451 2.7521 4.9264 0.0045 0.0031 0.0097 0.119
H -0.9967 4.5977 0.5548 0.0388 0.0501 0.0093 0.080
H -0.7391 5.4871 2.0764 0.0300 0.0362 -0.0739 0.102
H -2.6414 5.8285 3.6324 0.0180 -0.0326 0.0140 0.116
H -5.0752 5.8141 3.9727 0.0114 0.0309 -0.0188 0.109
H -6.5544 4.7106 2.3289 0.0005 -0.0057 0.0077 0.108
H -5.5722 3.5593 0.3734 0.0086 0.0021 0.0076 0.106
H -3.1258 3.5202 0.0620 -0.0268 -0.0243 0.0759 0.092
C 1.6753 3.3132 -1.7882 -0.1844 -0.2624 0.0815 -0.185
S 0.4079 2.0403 -1.9747 0.5713 0.9443 -1.1466 0.892
O -0.4297 2.1232 -0.7134 -0.3493 -0.2831 0.4521 -0.622
C -0.6193 2.8568 -3.2071 -0.1017 -0.1406 0.1279 -0.374
C -0.2913 2.7904 -4.5557 0.1031 -0.0426 0.0862 -0.077
C -1.1859 3.2932 -5.4885 0.0460 -0.0047 -0.0101 -0.061
C -2.3933 3.8414 -5.0771 -0.0357 0.0392 0.0080 -0.065
C -2.7044 3.9162 -3.7266 0.0266 -0.0090 -0.0621 -0.056
C -1.8168 3.4160 -2.7862 0.0401 -0.0328 0.1301 -0.071
H 1.1987 4.2726 -1.5976 -0.0200 0.0080 -0.0302 0.071
H 2.2578 3.3268 -2.7083 -0.0186 0.0329 -0.0269 0.067
H 2.2944 3.0044 -0.9468 0.0186 -0.0143 -0.0043 0.028
H 0.6415 2.3409 -4.8677 0.0185 -0.0700 -0.0450 0.088
H -0.9444 3.2426 -6.5418 0.0048 -0.0032 0.0049 0.113
H -3.0965 4.2061 -5.8141 0.0167 0.0291 0.0062 0.111
H -3.6413 4.3506 -3.4042 -0.0012 0.0023 -0.0021 0.112
H -2.0448 3.4370 -1.7282 -0.0423 0.0005 -0.0806 0.083
N -1.0934 -2.3886 -1.0054 -0.2385 -0.3646 0.2296 0.011
C -0.8610 -3.2210 -2.1771 -0.0482 -0.0672 -0.1702 -0.196
C -1.1615 -1.6879 -3.5627 0.0293 -0.1329 0.0711 -0.133
C -1.3539 -0.6782 -2.4822 -0.1175 -0.2523 -0.0111 -0.091
N -1.1762 -1.0313 -1.2626 -0.4532 -0.2118 -0.7120 -0.149
H -0.4143 -2.5439 -0.2725 0.1924 0.1678 -0.0374 0.089
H -0.6687 -4.2482 -1.8760 -0.0153 0.0043 0.0334 0.159
H -1.2057 -1.2964 -4.5731 0.0591 0.0622 0.0231 0.159
H -1.5507 0.3623 -2.7012 0.0081 0.0490 0.0897 0.115
C -4.1025 -1.5416 -0.0104 0.0979 0.0541 0.1510 -0.084
C -3.6384 -0.3181 0.7829 -0.1898 -0.0082 -0.1455 -0.472
C -4.8691 0.5601 1.0583 0.1242 -0.1314 0.1281 -0.071
C -2.5909 0.5358 0.0818 0.0620 0.3196 0.3584 -0.152
H -4.8647 -2.0843 0.5522 -0.0187 -0.0172 -0.0310 0.083
H -3.2871 -2.2253 -0.2354 -0.0362 -0.0385 -0.0470 0.034
H -4.5541 -1.2237 -0.9548 0.0171 -0.0107 -0.0291 0.086
H -3.2578 -0.6390 1.7577 -0.0198 -0.0085 -0.0086 0.085
H -5.2813 0.9359 0.1179 -0.0054 0.0234 0.0004 0.084
H -4.6163 1.4093 1.6922 -0.0112 -0.0063 -0.0075 0.066
H -5.6430 -0.0281 1.5561 -0.0472 0.0410 0.0018 0.084
H -2.4739 1.4677 0.6334 -0.1193 -0.0307 -0.1047 0.019
H -2.9074 0.7603 -0.9392 0.1288 -0.0325 -0.0825 0.074
Cl -2.2818 -2.6785 3.8580 0.0714 -0.0011 -0.1120 0.597
C -1.3890 -2.6515 2.3433 -0.3122 -0.2051 -0.0238 -0.876
Cl -0.6353 -1.0447 2.1151 -0.1637 -0.2704 1.2583 0.757
H -2.0736 -2.8282 1.5204 0.0417 0.0364 -0.0195 0.017
H -0.5893 -3.3844 2.3920 0.0668 0.0797 -0.0303 0.040
```
Positions in Å, forces in eV/Å.

* relative energy (zero: lowest compared OMol25 entry of this formula, charge and spin): 236.21 kJ/mol
* <S²>: 1.228
* LUMO energy (alpha / beta): -3.35 / -1.91 eV
* 2S+1: 2
* frontier orbital gap (alpha / beta): 6.9 / 8.2 eV
* total energy: -6491.45252 a.u.
* net charge: +1



[2]
Computed, not measured: a single C5H4 molecule at a distorted geometry, with wB97M-V/def2-TZVPD.

XYZ file:
```
9
Properties=species:S:1:pos:R:3:forces:R:3:lowdin_charge:R:1
C 3.0252 0.6739 0.0050 -2.4074 -2.6984 0.9741 0.187
C 2.2874 -0.2750 0.2425 -0.6166 0.9579 -0.5204 -0.226
C -0.2523 -0.8781 -0.1329 -0.7362 0.5015 -0.1953 -0.120
C 1.4034 -1.2909 0.0834 -4.0537 0.4719 0.3517 0.055
C -1.4355 -0.1947 0.3156 5.4538 -1.2955 1.2335 -0.002
H 3.7444 1.3295 -0.1883 2.5813 2.3468 -0.6695 -0.005
H -0.4934 -1.4340 -1.0905 0.4826 0.7000 1.0110 0.068
H -1.7010 0.3537 1.2380 1.1320 -0.4519 -0.2574 0.050
H -2.2408 -0.1753 -0.3120 -1.8356 -0.5323 -1.9279 -0.007
```
Positions in Å, forces in eV/Å.

* relative energy (zero: lowest compared OMol25 entry of this formula, charge and spin): 414.00 kJ/mol
* LUMO energy (alpha / beta): -1.53 / -1.48 eV
* frontier orbital gap (alpha / beta): 7.1 / 7.1 eV
* total energy: -192.63645 a.u.



[3]
Computed, not measured: a molecular structure, C15H36Cl2InO6S at a distorted geometry, with wB97M-V/def2-TZVPD.

XYZ file:
```
61
Properties=species:S:1:pos:R:3:forces:R:3:lowdin_charge:R:1
C 3.3188 -0.2408 0.7486 -1.4026 -0.2632 0.1115 -0.162
C 2.9455 0.5626 -0.6348 0.1830 -1.3861 -0.7601 -0.714
Cl 1.6310 1.8774 -0.2908 1.3134 -0.6038 0.5568 0.478
C 2.2292 -0.4782 -1.7150 -0.1804 0.7215 2.2792 -0.811
Cl 1.3091 0.5503 -2.9765 0.5917 -1.0168 0.4795 0.343
In 3.6543 -1.9644 -2.6590 0.1208 0.1203 -0.6199 0.147
S 2.4281 -4.1981 -2.6290 -1.3353 0.0991 0.1771 0.026
H 4.3801 -0.7408 0.7577 -2.0403 1.2615 -0.1813 0.076
H 3.1158 0.4651 1.6783 0.7727 -1.4466 -1.9898 0.072
H 2.5176 -1.1213 0.8413 1.7689 1.8407 -0.1613 0.090
H 3.8870 1.1069 -1.0984 -2.1648 -0.9778 0.9816 0.112
H 1.4297 -1.0857 -1.0838 1.3787 1.4916 -1.4145 0.054
H 5.1686 -2.1653 -1.7026 -0.4665 0.0461 -0.1455 -0.122
H 3.9568 -1.6368 -4.4259 -0.1113 -0.0079 0.7286 -0.120
H 1.0486 -3.9070 -2.6531 1.5884 0.0220 -0.0096 -0.257
C -2.0990 -6.8644 -1.6248 0.1369 -0.3407 0.2915 -0.117
O -1.3121 -6.9931 -0.4538 -0.2851 0.3905 -0.3027 -0.213
C -0.0363 -6.3632 -0.5531 0.0032 0.0315 0.5561 -0.186
C 0.2812 -5.5491 0.7088 0.2251 0.1274 -0.3936 -0.166
O -0.5131 -4.3694 0.8881 -0.4162 -0.4152 0.1711 -0.124
C -1.9043 -4.5619 1.1738 0.2601 0.1926 0.0657 -0.173
C -2.2105 -5.2239 2.5193 0.1221 -0.3411 -0.4184 -0.186
O -1.8478 -6.6065 2.5056 0.3765 0.2925 0.3881 -0.210
C -1.1984 -7.0352 3.6917 -0.2680 -0.1114 -0.4665 -0.118
H -1.8008 -7.6237 -2.3573 -0.0697 0.1586 -0.1615 0.086
H -3.1442 -7.0309 -1.3529 0.0833 -0.0738 0.0457 0.083
H -2.0193 -5.8666 -2.0642 0.0799 0.0105 -0.0518 0.087
H 0.0270 -5.7136 -1.4328 -0.0255 -0.0399 0.1137 0.082
H 0.7083 -7.1600 -0.6594 0.2098 0.1993 -0.0258 0.126
H 1.3136 -5.1924 0.6168 -0.2027 0.0990 -0.1979 0.121
H 0.2615 -6.1664 1.6036 -0.2239 -0.2140 -0.0228 0.102
H -2.3977 -5.0770 0.3503 -0.0061 -0.2617 0.1434 0.107
H -2.3374 -3.5558 1.1964 0.1673 -0.0074 0.1073 0.126
H -3.2878 -5.1791 2.7119 -0.0688 0.2718 -0.0148 0.120
H -1.6913 -4.6843 3.3236 0.0211 -0.0937 -0.1315 0.122
H -0.4553 -6.3093 4.0321 -0.0324 0.0782 0.0632 0.084
H -0.6746 -7.9685 3.4695 -0.1465 0.0479 -0.0242 0.088
H -1.9391 -7.2196 4.4735 0.0876 0.0259 0.2429 0.082
C -0.6042 4.1583 1.3545 0.4269 0.1055 0.1685 -0.128
O 0.0167 5.1661 0.5763 -0.5216 -0.1883 -0.1493 -0.210
C 0.1052 4.8415 -0.8097 0.1638 0.6555 -0.0356 -0.214
C -0.3106 6.0307 -1.6866 -0.0398 -0.4247 -0.0424 -0.165
O -1.7052 6.3597 -1.6448 0.1168 0.2415 0.4335 -0.129
C -2.2090 6.8917 -0.4130 -0.0323 0.0287 -0.2471 -0.174
C -1.6605 8.2655 -0.0207 0.3600 -0.4309 0.1527 -0.187
O -0.2916 8.1763 0.3811 -0.0833 0.2915 -0.5617 -0.207
C 0.5197 9.2217 -0.1299 -0.0576 -0.3923 0.3636 -0.116
H 0.1256 3.3783 1.6019 -0.2398 -0.0930 -0.0255 0.052
H -0.9582 4.6141 2.2824 0.0919 0.0599 -0.0476 0.084
H -1.4653 3.7189 0.8442 0.0124 -0.0674 -0.0768 0.088
H -0.5084 3.9696 -1.0612 0.0085 0.0566 0.0640 0.116
H 1.1529 4.5961 -1.0163 -0.1270 -0.0622 -0.2597 0.097
H -0.1087 5.7554 -2.7283 -0.1769 -0.0910 0.1161 0.128
H 0.2985 6.9097 -1.4908 0.0637 0.0038 0.2752 0.103
H -2.0951 6.1677 0.3931 0.2505 0.1380 0.1037 0.108
H -3.2887 6.9998 -0.5643 0.0947 0.0809 -0.1553 0.123
H -2.2202 8.6508 0.8384 -0.2730 -0.0066 -0.0832 0.121
H -1.7845 8.9662 -0.8582 0.0773 -0.1241 0.0474 0.121
H 0.3020 9.4269 -1.1814 -0.0804 0.0714 -0.0284 0.083
H 1.5627 8.9014 -0.0623 -0.1256 0.0032 0.1065 0.090
H 0.3841 10.1236 0.4718 0.0461 0.2166 -0.1281 0.083
```
Positions in Å, forces in eV/Å.

* LUMO energy: 2.48 eV
* frontier orbital gap: 7.4 eV
* total energy: -2553.10853 a.u.
* net charge: -1